# 1
10
Properties=species:S:1:pos:R:3:forces:R:3:nbo_charge:R:1 method="wB97M-V/def2-TZVPD" total_energy_ev=-10222.1548 total_charge=0 fmax_ev_per_a=3.35 smiles="NC(=O)O.N=O" orbital_gap_ev=9.165 homo_ev=-9.3
C -0.19399 -0.99184 0.13265 -3.0 0.0 0.2 0.887
N 1.22629 2.17818 -1.48044 0.5 0.3 -0.6 -0.014
N -0.02482 -0.72179 1.47648 0.3 0.0 0.8 -0.864
O 0.48882 2.77661 -0.75168 0.1 -1.0 0.0 -0.245
O -1.54315 -0.82037 -0.14518 -0.7 0.6 -2.0 -0.740
O 0.52113 -1.37859 -0.74498 1.6 0.2 0.4 -0.632
H 1.22564 1.10963 -1.36218 -0.6 0.6 0.6 0.259
H -0.83066 -0.45335 2.11762 1.6 -0.6 -1.8 0.429
H 0.88645 -0.91751 1.92499 -1.1 0.2 -0.7 0.411
H -1.75572 -0.78097 -1.16728 1.3 -0.4 3.1 0.507

***

# 2
149
Properties=species:S:1:pos:R:3:forces:R:3:mulliken_charge:R:1 method="wB97M-V/def2-TZVPD" total_energy_ev=-74257.6102 total_charge=+1 fmax_ev_per_a=1.32 orbital_gap_ev=9.378 homo_ev=-11.1
C 5.20395 -2.44969 -2.22461 0.2 -0.4 0.0 -0.661
C 6.25273 -1.74106 -3.05153 0.0 -0.1 -0.1 -0.792
C 5.87429 -0.32699 -3.42544 -0.4 -0.1 0.3 -0.008
C 5.87026 0.62109 -2.25212 0.3 0.0 -0.1 0.130
C 5.45715 2.03360 -2.63318 -0.3 0.1 0.2 -1.017
C 4.51388 2.71063 -1.64711 0.1 -0.5 0.4 -1.307
C 3.12766 2.08422 -1.51139 0.3 0.7 0.0 0.596
C 2.37861 2.80277 -0.39131 0.2 -0.3 -0.2 -2.058
C 1.00706 2.32822 0.06801 0.4 0.5 -0.3 -0.158
N 0.70980 0.95949 0.65840 0.2 -0.2 0.0 1.244
B 0.77189 -0.15240 -0.42148 0.3 0.5 -0.8 0.962
C 0.47585 0.17409 -1.92675 -0.5 -0.3 0.4 -0.528
O 1.00359 -1.40562 -0.03067 -0.2 -0.4 0.6 -1.050
C -0.82032 1.02998 0.80202 0.0 -0.3 -0.4 -2.247
C -1.49604 -0.13833 1.45455 -0.8 0.7 0.7 1.581
C -2.99216 0.20170 1.48495 -0.1 -0.7 -0.4 -1.685
O -3.61746 -0.19436 0.28526 0.1 0.5 -0.2 -0.407
C -4.07592 -1.53374 0.31479 0.0 -0.1 0.2 -0.254
C -4.14013 -2.08019 -1.07237 0.0 -0.2 -0.3 -0.949
C -2.76990 -2.28883 -1.69407 -0.2 0.1 -0.1 -0.857
C -0.96642 -0.29167 2.86829 0.4 -0.2 -0.1 0.420
C -1.50110 0.75689 3.82779 -0.4 -0.1 -0.1 -1.309
C 0.54543 -0.43199 2.77583 -0.5 -0.3 -0.4 -3.039
C 1.35335 0.65808 2.05348 0.4 0.1 0.9 3.218
C 1.36295 1.95553 2.87702 -0.7 -0.1 -0.2 0.741
C 1.63534 1.87702 4.37335 0.3 0.6 0.0 -1.957
C 3.08520 1.92700 4.81853 -0.3 -0.2 0.3 -1.470
I 3.96438 3.80987 4.36920 0.3 0.1 -0.1 0.046
C 2.77693 0.08759 2.09118 0.5 0.4 0.0 -3.180
N 3.88327 0.98159 1.79001 0.1 -0.2 -0.4 0.314
C 5.15913 0.34090 2.13615 -0.2 0.6 -0.2 -1.091
H 5.00117 -1.94955 -1.29445 -0.2 0.3 0.4 0.144
H 4.28087 -2.58012 -2.77572 -0.2 0.2 0.0 -0.036
H 5.54860 -3.44161 -1.96322 0.1 -0.4 0.1 0.394
H 6.38860 -2.30395 -3.96243 0.2 -0.3 -0.4 0.326
H 7.20339 -1.77420 -2.53033 0.3 0.1 0.1 0.490
H 6.51491 0.06667 -4.20177 0.2 0.1 -0.3 0.519
H 4.85764 -0.35806 -3.80775 -0.2 0.1 -0.4 -0.392
H 6.87255 0.63122 -1.83853 0.3 0.0 0.3 0.515
H 5.22973 0.20762 -1.49097 -0.4 -0.1 0.5 -0.424
H 6.35145 2.63873 -2.67748 0.2 0.3 -0.3 0.445
H 5.00532 2.01348 -3.61944 -0.1 0.1 -0.3 0.366
H 4.95819 2.63650 -0.65840 0.3 0.1 0.3 0.368
H 4.42076 3.76677 -1.87433 -0.1 0.3 -0.1 0.505
H 3.26638 1.02651 -1.33494 -0.2 -0.4 0.1 -0.125
H 2.59948 2.26704 -2.44324 -0.2 -0.4 -0.3 0.302
H 3.06192 3.00129 0.41636 0.2 -0.2 0.6 0.639
H 2.16976 3.78482 -0.80512 -0.2 0.4 0.0 1.126
H 0.36310 2.43581 -0.78966 -0.3 -0.4 -0.3 1.029
H 0.60293 3.05289 0.75462 0.0 0.0 0.4 -1.328
H 1.38105 0.39062 -2.47355 0.3 0.2 -0.1 -0.761
H 0.03073 -0.68894 -2.40765 0.0 -0.4 -0.1 0.712
H -0.24410 0.96575 -2.06431 0.0 0.4 -0.2 0.424
H 0.65038 -2.04362 -0.66145 0.4 -0.1 -0.1 0.312
H -1.21221 1.15765 -0.19686 -0.1 0.1 -0.3 0.864
H -1.07984 1.93062 1.33653 0.3 0.4 0.3 -0.145
H -1.45716 -1.06125 0.89283 0.5 -0.3 -0.2 -0.049
H -3.44020 -0.33103 2.31584 -0.2 0.0 0.3 0.647
H -3.15430 1.26094 1.62926 -0.2 0.3 0.0 0.485
H -5.04475 -1.60617 0.80143 -0.3 0.1 0.2 0.473
H -3.38174 -2.15099 0.88790 0.2 -0.1 0.2 0.336
H -4.66556 -3.02607 -1.03051 -0.2 -0.3 0.1 0.334
H -4.74820 -1.43131 -1.68864 -0.2 0.2 -0.2 0.422
H -2.81730 -3.02037 -2.48717 0.0 -0.2 -0.3 0.526
H -2.08047 -2.66411 -0.94467 0.3 -0.1 0.2 0.163
H -2.39095 -1.36739 -2.11532 0.2 0.3 0.0 0.100
H -1.33226 -1.25007 3.21929 -0.1 -0.3 0.2 0.834
H -2.51143 0.49227 4.10123 -0.2 0.1 0.2 0.122
H -1.55000 1.75951 3.42194 0.2 0.3 -0.1 -0.131
H -0.95140 0.77924 4.75315 0.3 0.0 0.3 0.639
H 0.71915 -1.36862 2.26625 0.2 -0.3 -0.3 0.970
H 0.98112 -0.59874 3.74498 0.1 0.2 0.5 0.791
H 2.05909 2.67593 2.47353 0.3 0.2 -0.3 0.968
H 0.40333 2.43110 2.74945 -0.3 0.2 0.1 -0.809
H 1.20811 2.78516 4.77851 -0.3 0.2 0.2 0.484
H 1.13513 1.08278 4.90750 -0.1 -0.4 -0.1 0.449
H 3.09567 1.86697 5.89314 0.2 0.1 0.4 0.700
H 3.70224 1.11748 4.45992 0.3 0.0 -0.3 0.366
H 2.90697 -0.83010 1.53394 -0.2 -0.1 -0.5 0.983
H 2.86506 -0.22041 3.13261 -0.1 -0.3 0.3 0.560
H 3.84810 1.79843 2.38824 -0.3 0.2 -0.2 0.078
H 5.17309 -0.68650 1.82006 0.0 -0.5 -0.1 0.424
H 5.36422 0.40538 3.20144 0.0 -0.3 0.4 0.300
H 5.96150 0.86460 1.64313 0.3 0.1 -0.3 0.318
C -9.58937 -3.11277 1.12873 0.0 -0.1 0.0 -0.568
C -9.15065 -4.10610 2.20424 0.0 0.1 0.0 -0.517
C -7.73922 -4.45116 1.74727 0.0 0.0 -0.1 -0.469
O -7.23129 -3.28250 1.09489 0.1 0.0 0.0 -0.318
C -8.29568 -2.35407 0.86488 0.0 0.0 0.1 -0.424
H -10.40343 -2.46041 1.43821 0.0 0.0 0.0 0.338
H -9.90389 -3.64747 0.23080 0.0 0.0 0.0 0.276
H -9.12411 -3.61495 3.17937 0.0 0.0 0.0 0.217
H -9.79240 -4.98115 2.28285 0.0 0.0 0.0 0.344
H -7.74490 -5.27733 1.02931 0.0 0.0 0.0 0.285
H -7.07603 -4.71536 2.57169 0.0 0.0 0.0 0.268
H -8.18199 -1.51214 1.55734 0.0 0.0 0.0 0.274
H -8.22305 -1.97444 -0.15462 0.0 0.0 0.0 0.290
C 3.83845 -5.08869 -4.94298 -0.1 0.0 0.1 -0.573
C 2.90387 -5.86236 -5.87223 0.0 0.1 0.0 -0.585
C 1.63695 -5.01979 -5.80542 0.0 0.0 0.1 -0.498
O 2.06402 -3.67060 -5.59303 -0.2 0.0 0.0 -0.385
C 3.44711 -3.64837 -5.24771 0.1 -0.1 -0.2 0.469
H 4.89442 -5.28502 -5.11926 0.0 0.0 0.0 0.389
H 3.61663 -5.32922 -3.90030 0.0 0.0 0.0 0.290
H 3.30334 -5.86377 -6.88780 0.0 0.0 0.0 0.275
H 2.73942 -6.89497 -5.57084 0.0 0.0 0.0 0.356
H 1.00281 -5.32344 -4.96507 0.0 0.0 0.0 0.274
H 1.04413 -5.06589 -6.71863 0.0 0.0 0.0 0.276
H 4.01063 -3.25583 -6.10139 0.1 0.0 0.0 0.255
H 3.59289 -2.97848 -4.40349 -0.1 0.0 -0.1 -0.591
C -0.31353 6.49572 0.88942 -0.1 -0.1 0.0 -0.716
C -1.64787 6.47071 1.63712 0.1 0.0 0.1 -0.717
C -1.83369 4.98190 1.89585 0.0 0.0 -0.1 -0.547
O -0.51424 4.43071 2.03196 -0.1 0.1 0.0 -0.272
C 0.45968 5.39893 1.60624 0.0 0.1 0.1 0.417
H 0.19379 7.45695 0.92649 0.0 0.0 0.0 0.407
H -0.46684 6.23164 -0.15927 0.0 0.0 0.0 0.267
H -1.55774 7.00986 2.58134 0.0 0.0 0.0 0.285
H -2.47323 6.90336 1.07618 0.0 0.0 0.0 0.381
H -2.33185 4.49278 1.05097 0.0 0.0 0.0 0.282
H -2.40153 4.77123 2.80179 0.0 0.0 0.0 0.341
H 0.98027 5.78446 2.48734 0.0 0.0 0.0 0.287
H 1.19288 4.90561 0.96548 0.0 0.1 0.1 -0.302
C 1.26646 1.66835 -6.85080 0.2 0.0 0.0 -0.691
C 1.05243 0.65257 -5.73257 -0.5 0.2 0.1 -0.254
C 2.44841 0.14221 -5.49521 0.4 -0.2 -0.1 0.543
O 3.33755 1.21924 -5.79079 -0.1 0.2 0.0 -0.387
C 2.61572 2.26572 -6.45523 -0.1 0.0 0.1 -0.487
H 0.47856 2.41510 -6.92881 0.0 0.0 0.0 0.384
H 1.34535 1.15612 -7.81103 0.0 0.0 0.0 0.271
H 0.67696 1.16025 -4.83899 0.0 0.0 0.0 -0.027
H 0.35833 -0.14614 -5.98834 0.0 0.0 0.0 0.438
H 2.67143 -0.69581 -6.16234 0.0 -0.1 0.1 0.064
H 2.60926 -0.18383 -4.46516 0.1 0.0 0.0 -0.372
H 2.49077 3.10205 -5.75780 0.0 0.0 0.0 0.243
H 3.19645 2.61400 -7.30854 0.1 0.0 0.0 0.320
C -5.96216 -0.62177 6.85048 0.0 0.0 -0.1 -0.627
C -5.73030 -1.70234 5.79446 0.0 0.0 0.1 -0.490
C -4.70590 -1.03192 4.89036 0.0 0.1 0.0 -0.189
O -3.92950 -0.16704 5.72694 -0.1 -0.1 0.0 -0.402
C -4.56462 -0.03715 7.00618 0.0 -0.1 0.0 -0.557
H -6.36422 -1.00269 7.78682 0.0 0.0 0.0 0.366
H -6.64879 0.13564 6.46770 0.0 0.0 0.0 0.271
H -5.30104 -2.59304 6.25690 0.0 0.0 0.0 0.299
H -6.63152 -1.99765 5.26012 0.0 0.0 0.0 0.273
H -5.19669 -0.42643 4.11893 0.0 0.0 0.0 0.175
H -4.04049 -1.74614 4.39946 0.0 0.0 0.0 0.194
H -3.98027 -0.59649 7.74318 0.0 0.0 0.0 0.298
H -4.56993 1.01356 7.29444 0.0 0.0 0.0 0.299

***

# 3
78
Properties=species:S:1:pos:R:3:forces:R:3:mulliken_charge:R:1 method="wB97M-V/def2-TZVPD" total_energy_ev=-40920.4698 total_charge=0 fmax_ev_per_a=7.93 orbital_gap_ev=8.290 homo_ev=-8.6
C 10.21614 19.84230 0.70459 -1.3 -1.5 0.2 -0.704
O 9.05922 19.20433 1.30040 0.0 7.1 -1.8 -0.741
H 11.05566 19.64046 1.36985 0.5 0.2 -1.0 0.340
H 10.40488 19.33230 -0.24007 0.2 0.5 -0.5 0.357
H 10.12433 20.92541 0.62378 -0.7 -1.0 -0.4 0.499
H 9.20543 18.26325 1.42129 -0.1 1.3 -0.7 0.563
C 13.29100 18.26950 6.64641 0.5 -0.3 -0.9 -0.681
O 13.41877 16.84920 6.56533 0.3 0.4 1.3 -0.594
H 12.34861 18.58613 6.19945 3.0 -0.1 0.5 0.381
H 13.26580 18.64611 7.66897 0.5 -0.4 0.3 0.467
H 14.10346 18.69051 6.05414 0.1 0.4 0.7 0.285
H 13.46048 16.62042 5.63392 -0.4 0.0 -0.1 0.328
C 9.59614 18.24782 5.44915 -3.2 -0.1 0.2 -1.351
O 10.89657 18.29098 5.98479 -4.7 -0.2 5.4 -0.880
H 9.67875 17.88060 4.42620 -0.1 0.2 0.2 -0.431
H 8.97488 17.56542 6.02921 0.0 -0.1 0.0 0.671
H 9.06131 19.19729 5.42559 0.7 -0.4 0.3 0.523
H 10.84221 18.62272 6.88400 -0.1 -0.2 0.4 0.430
C 12.40668 21.26439 5.77208 1.6 -0.8 2.3 -1.162
O 11.39429 22.19784 5.62037 3.7 0.3 7.0 -0.516
H 11.99753 20.34417 6.18908 0.2 0.3 -0.3 0.668
H 12.90157 21.09756 4.81535 -0.5 0.1 1.0 -0.492
H 13.05733 21.62686 6.56793 0.8 0.1 -0.3 0.563
H 11.06714 22.39604 6.50088 -0.4 0.3 -0.1 0.473
C 13.34040 22.43202 3.02498 0.1 0.5 0.9 -2.239
O 13.23162 23.83669 3.20399 0.6 0.3 0.0 -0.598
H 13.84826 21.96780 3.87036 0.5 1.0 -0.2 0.882
H 12.33197 22.02496 3.09893 0.9 0.2 -0.6 0.681
H 13.93547 22.15637 2.15433 -0.5 0.1 -0.2 0.456
H 12.93528 24.16616 2.35239 0.2 0.3 0.1 0.416
C 10.70884 15.41327 4.78314 -0.6 0.1 -0.7 -1.168
O 11.55158 16.53012 4.75740 0.7 -2.3 -1.0 -0.458
H 10.57210 14.87930 5.72350 0.6 0.0 0.3 0.292
H 9.73328 15.83755 4.54574 -0.7 -0.7 -0.2 0.308
H 10.98866 14.71760 3.99204 0.0 -0.2 0.2 0.304
H 11.06407 17.17515 5.27497 1.6 -1.4 -0.2 0.626
C 7.04738 18.82756 3.42472 -0.4 -0.1 0.2 -0.664
O 7.47117 19.39519 4.63455 -4.4 -6.3 0.6 -0.769
H 6.57738 19.61436 2.83470 0.3 -0.2 -0.6 0.319
H 7.84830 18.31561 2.89131 0.1 0.8 -0.1 0.056
H 6.31019 18.02816 3.49965 -0.5 0.1 0.8 0.273
H 7.90824 20.23244 4.46259 0.0 -0.5 -0.9 1.061
C 14.24566 19.55975 3.63344 0.1 0.3 -0.2 -0.908
O 13.24243 20.11653 2.81872 2.3 -0.9 -2.1 -0.480
H 13.99621 19.80934 4.66475 0.7 -0.3 -0.1 0.293
H 14.44330 18.49177 3.54151 -0.7 -0.4 0.0 0.321
H 15.21279 19.97816 3.35470 -0.1 0.5 0.0 0.365
H 12.38071 19.82391 3.12438 1.4 -0.6 0.1 -0.222
C 10.88477 22.72900 1.44255 -0.8 0.1 -1.0 -0.104
O 11.31872 22.35666 0.16293 1.7 0.1 -0.6 -0.648
H 11.36828 23.64493 1.78225 -0.3 -0.1 -0.2 0.461
H 9.82430 22.86997 1.23362 -0.3 0.4 1.1 0.533
H 11.05894 21.92177 2.15400 -0.6 1.1 -0.9 -0.301
H 11.97001 21.67692 0.35106 0.4 -0.1 -0.6 0.369
C 10.62603 16.76218 1.86387 1.2 -1.7 -0.5 0.038
O 9.28943 17.15959 1.65141 0.4 -6.8 1.3 -0.621
H 10.68135 16.06340 2.69858 0.2 0.6 -0.4 -0.209
H 10.94911 16.21299 0.97949 0.0 -0.1 -0.1 0.446
H 11.35258 17.56682 1.97695 -0.5 0.3 0.3 -0.017
H 8.75012 16.82702 2.37262 -0.2 -0.1 0.0 0.388
C 10.66717 19.85666 3.43486 -1.0 -0.9 -0.2 1.381
O 11.67926 19.32947 4.27125 -0.5 1.1 -2.2 0.241
H 10.36972 19.09064 2.71872 -0.1 0.4 0.8 -0.589
H 9.76066 20.21208 3.92477 1.2 -1.2 -0.3 0.154
H 11.06186 20.71492 2.89106 -0.2 -0.9 0.3 -0.512
H 11.29584 18.91928 5.04992 0.9 1.0 -0.9 1.213
C 10.28883 23.70470 4.08876 -1.1 0.5 -0.1 -0.899
O 10.27542 22.29690 4.00742 -0.8 3.5 -6.3 0.279
H 9.34451 23.94255 4.57847 0.5 0.8 0.4 0.354
H 11.19095 24.06094 4.58611 -0.4 0.1 0.0 0.376
H 10.21853 24.19387 3.11723 0.1 -0.3 0.1 0.144
H 10.99445 21.95659 4.54478 -0.5 0.1 -1.0 0.109
C 7.76395 22.01151 5.31128 -0.6 0.9 -0.2 -1.229
O 8.48220 21.19088 4.44571 -2.3 3.4 1.1 -0.903
H 8.08731 21.84051 6.33808 -0.2 0.3 0.3 0.210
H 7.90721 23.03614 4.96820 -0.1 0.1 0.6 0.348
H 6.69601 21.82182 5.20353 0.1 -0.3 0.2 0.409
H 9.34263 21.59552 4.31324 1.1 1.4 -0.7 0.433

***

# 4
38
Properties=species:S:1:pos:R:3:forces:R:3:nbo_charge:R:1 method="wB97M-V/def2-TZVPD" total_energy_ev=-28714.4037 total_charge=0 fmax_ev_per_a=2.50 smiles="O=[N+]([O-])c1ccc2nnnn2c1.C1CN=C2NCCCN2C1" orbital_gap_ev=7.855 homo_ev=-8.4
O 2.66363 -0.99910 -2.07694 -0.4 -1.8 1.3 -0.414
N 2.37953 -2.05639 -1.45680 2.4 0.4 -0.6 0.508
C 1.00663 -2.33736 -1.23996 -1.1 0.6 -0.9 -0.110
C 0.14052 -1.31369 -1.71466 0.3 -1.3 -1.7 0.208
N -1.17855 -1.75696 -1.78772 -0.6 -0.1 -0.2 -0.247
N -2.23342 -1.03862 -2.29023 -0.8 -0.7 0.4 -0.087
N -3.28153 -1.82442 -2.23244 2.0 0.0 0.2 -0.027
N -2.96325 -3.06243 -1.75841 1.0 0.8 -0.2 -0.309
C -1.64112 -3.03539 -1.51790 -0.9 1.1 0.4 0.301
C -0.75706 -4.01562 -1.02207 0.5 0.2 0.2 -0.291
C 0.57189 -3.65983 -0.90389 -0.6 0.0 0.1 -0.140
O 3.24933 -2.87032 -1.07443 -1.6 1.2 -0.4 -0.401
H 0.43491 -0.61499 -2.52623 -0.3 -0.7 1.0 0.268
H -1.23597 -4.95965 -0.76179 0.7 0.1 -0.1 0.250
H 1.33315 -4.37638 -0.60247 -0.2 0.2 0.0 0.258
C 0.98384 2.98176 -0.93053 -0.2 0.0 -0.7 -0.426
C 1.43936 1.56920 -1.22856 0.3 -0.5 -0.4 -0.222
N 0.56530 0.54614 -0.67228 -0.7 0.9 2.2 -0.558
C 0.02770 0.84053 0.50513 0.0 -0.3 -0.9 0.636
N 0.11604 2.05073 1.13364 0.2 0.1 0.1 -0.438
C 0.82413 3.17772 0.54867 0.3 0.2 -0.1 -0.201
C -0.47195 2.33787 2.43795 0.0 0.2 -0.5 -0.194
C -0.70934 1.06646 3.20262 0.0 0.3 0.8 -0.420
C -1.41005 0.01858 2.37258 -0.3 0.3 0.2 -0.207
N -0.70458 -0.13138 1.13374 0.5 -0.4 -0.7 -0.604
H 1.72759 3.68090 -1.33243 -0.3 0.0 0.1 0.223
H 0.01569 3.16466 -1.42191 0.3 0.0 0.0 0.208
H 1.47338 1.41449 -2.32149 0.2 0.0 0.4 0.209
H 2.46565 1.44383 -0.82345 -0.4 -0.1 -0.4 0.192
H 1.79782 3.30489 1.04453 -0.1 -0.1 0.0 0.188
H 0.27431 4.11452 0.70156 -0.2 -0.3 0.3 0.203
H 0.23496 2.98582 2.98304 -0.3 -0.2 -0.1 0.206
H -1.40192 2.91151 2.27400 0.2 -0.2 0.2 0.191
H 0.25399 0.70228 3.57572 -0.1 -0.2 -0.1 0.213
H -1.31198 1.32229 4.07318 0.0 -0.2 0.1 0.225
H -1.38854 -0.91927 2.93594 -0.2 0.0 -0.3 0.214
H -2.45441 0.31507 2.18002 0.1 -0.1 0.2 0.187
H -0.83567 -0.97745 0.59425 0.1 0.3 0.2 0.407